Entry from OMol25: 7 unconnected molecules or ions with the total composition C20H36F2N2O16S3 (the ωB97M-V functional and the def2-TZVPD basis).

Geometry as XYZ:
```
79
Properties=species:S:1:pos:R:3:mulliken_charge:R:1
C -12.44468 -15.91251 9.03816 -0.756
N -12.84746 -17.22177 9.62928 0.897
O -13.00962 -17.29388 10.85346 -0.520
O -13.02497 -18.16920 8.85512 -0.515
H -13.09036 -15.17188 9.51004 0.295
H -12.85613 -15.94002 8.02917 0.307
H -11.39424 -15.69014 9.22580 0.296
C -14.13059 -5.98005 10.05428 -0.673
N -14.19808 -6.64033 11.40817 0.837
O -13.16680 -6.56094 12.07987 -0.503
O -15.25008 -7.20583 11.67681 -0.510
H -13.10580 -6.15193 9.72512 0.291
H -14.32605 -4.96746 10.40722 0.287
H -14.88203 -6.42806 9.40410 0.273
C -10.76354 -15.29721 3.26870 -0.819
C -9.76991 -14.69797 4.24624 -0.548
C -8.42727 -14.34158 3.59561 -0.597
S -8.84849 -14.02706 1.85236 1.072
O -8.02139 -14.89413 0.99035 -0.651
O -8.83244 -12.61250 1.57072 -0.638
C -10.65158 -14.56395 1.85724 -0.644
H -11.80983 -15.37699 3.56370 0.482
H -10.59156 -16.35681 3.07953 0.307
H -9.69465 -15.39977 5.07684 0.336
H -10.33056 -13.83047 4.59441 0.266
H -7.88743 -15.28816 3.62149 0.334
H -7.79497 -13.56681 4.02923 0.383
H -10.90502 -15.02537 0.90279 0.427
H -11.19870 -13.66450 2.13965 0.290
C -19.99747 -15.52477 10.17289 -0.498
C -20.31303 -15.80931 8.73539 -0.640
C -19.19160 -16.74643 8.18408 -0.606
S -18.10941 -17.13462 9.66302 1.012
O -17.07068 -16.11914 9.64544 -0.566
O -17.81301 -18.52709 9.79655 -0.650
C -19.35262 -16.63794 10.87063 -0.696
H -20.92445 -15.20657 10.64992 0.392
H -19.36886 -14.63617 10.11523 0.167
H -20.55617 -14.89418 8.19547 0.343
H -21.30760 -16.25426 8.70468 0.304
H -18.54803 -16.30264 7.42450 0.387
H -19.66127 -17.65943 7.81812 0.315
H -18.91455 -16.55051 11.86489 0.424
H -20.04568 -17.47815 10.91322 0.313
C -14.46892 -19.72231 4.44200 -0.558
C -15.80080 -19.14159 4.87927 -0.601
C -16.59434 -18.47226 3.74324 -0.585
S -15.86897 -19.28546 2.26801 1.112
O -15.01000 -18.27826 1.66395 -0.624
O -16.88423 -20.01727 1.51209 -0.672
C -14.83718 -20.45874 3.13275 -0.730
H -14.05192 -20.37445 5.20941 0.353
H -13.78010 -18.95154 4.09624 0.250
H -15.60296 -18.35407 5.60644 0.279
H -16.33717 -19.91540 5.42849 0.337
H -16.59711 -17.39344 3.58753 0.410
H -17.60329 -18.88204 3.79018 0.281
H -14.10278 -20.79686 2.40171 0.427
H -15.49361 -21.28286 3.41209 0.324
C -15.43146 -10.84032 8.24362 -0.416
C -16.68590 -11.50757 8.68436 0.407
O -16.82076 -12.47057 7.62985 -0.320
C -15.65709 -12.63495 6.93826 0.710
O -15.50995 -13.45463 5.99966 -0.604
O -14.75181 -11.75947 7.36886 -0.291
F -17.67720 -10.64390 8.75899 -0.268
H -14.70474 -10.42783 8.94351 0.274
H -15.78250 -10.01719 7.62127 0.198
H -16.71105 -12.09799 9.60026 0.298
C -16.55257 -7.45275 2.54796 -0.397
C -16.13494 -7.77625 3.98309 0.360
O -15.31571 -8.81868 3.83068 -0.262
C -15.35650 -9.35885 2.65372 0.668
O -14.79213 -10.38104 2.29500 -0.532
O -16.28979 -8.64608 1.91325 -0.329
F -17.30463 -8.06377 4.65930 -0.320
H -15.88501 -6.73946 2.06457 0.255
H -17.59279 -7.21021 2.33065 0.269
H -15.70656 -6.92600 4.51382 0.290
```

The HOMO-LUMO gap comes out at 9.7 eV. Its net charge is 0. The value obtained for the LUMO energy is -0.333 eV. Its SMILES is O=C1OC[C@@H](F)O1.O=C1OC[C@@H](F)O1.C[N+](=O)[O-].C[N+](=O)[O-].O=S1(=O)CCCC1.O=S1(=O)CCCC1.O=S1(=O)CCCC1. Its spin multiplicity is 1.

Entry from OMol25: a gas-phase ion, C20H36FNO7PS (charge -1) (the ωB97M-V functional and the def2-TZVPD basis).

Geometry as XYZ:
```
67
Properties=species:S:1:pos:R:3:mulliken_charge:R:1
C -6.40679 2.17356 3.06354 -0.770
C -5.95814 0.56641 2.98307 -0.289
O -4.52132 0.41017 3.27231 -0.346
C -3.70414 0.60872 2.03393 -0.062
C -2.11003 0.48233 2.44595 -0.398
O -1.17173 0.76672 1.35230 0.042
C -1.04384 -0.39407 0.47069 -1.381
P 0.33056 -0.26000 -0.90818 2.080
C -0.78005 -0.99354 -2.26191 -0.643
C -1.07004 -0.35713 -3.68479 -0.500
F -0.02620 0.05295 -4.62109 -0.305
C 0.66932 -2.08379 -0.48636 -0.764
C 1.49386 -2.62443 0.75786 -0.850
C 3.11345 -2.86300 0.39232 -0.357
C 4.05663 -3.04657 1.71952 -0.657
O 3.97653 -1.96052 2.70510 -0.495
C 1.52920 0.32263 0.43769 -0.448
C 1.86621 1.75790 0.92670 -0.613
O 3.04153 1.65053 1.86704 -0.315
C 3.00333 2.94481 2.56422 0.289
O 3.85281 3.94038 2.18804 -0.542
C 1.84278 -0.12197 -2.14080 0.559
C 2.87134 1.14164 -2.28266 -0.505
C 4.09868 1.05124 -3.34386 -0.324
N 4.48878 -0.05918 -4.27305 -0.559
C 3.57238 -1.23973 -4.23915 -0.377
C 2.29150 -1.29131 -3.23286 -0.269
S -0.47834 1.65204 -1.39473 1.608
C -2.40960 1.71314 -1.41387 -0.718
O 0.04981 2.31157 -2.73175 -0.748
O -0.33211 2.85923 -0.47608 -0.783
H -5.67402 2.80037 2.38568 0.250
H -6.22982 2.51226 4.17775 0.210
H -7.53844 2.31845 2.78658 0.298
H -6.29605 0.06060 1.96278 0.265
H -6.59661 0.02652 3.82849 0.253
H -4.00212 -0.18801 1.22742 0.194
H -3.97300 1.68091 1.60662 0.036
H -1.92689 1.32763 3.26775 0.227
H -1.94169 -0.53637 2.99667 0.266
H -2.11105 -0.59638 0.06189 0.008
H -0.83766 -1.29608 1.22692 0.435
H -0.36496 -2.08092 -2.55973 0.505
H -1.87654 -1.31803 -1.89377 0.344
H -1.64230 -1.22442 -4.29418 0.291
H -1.88598 0.51455 -3.76008 0.175
H -0.40611 -2.61463 -0.43547 0.310
H 1.20264 -2.73377 -1.32704 0.143
H 1.31657 -2.21298 1.82956 0.252
H 1.13504 -3.76744 0.87864 0.425
H 3.19023 -3.89414 -0.20609 0.349
H 3.51356 -2.05235 -0.38196 0.198
H 3.83812 -4.12356 2.15413 0.313
H 5.18093 -3.09621 1.32086 0.263
H 4.12865 -1.11572 2.15209 0.310
H 1.17809 -0.13589 1.48908 0.009
H 2.58640 -0.16684 0.15806 0.154
H 2.12902 2.65809 0.26028 0.232
H 1.00339 2.16721 1.65087 0.274
H 2.26895 3.07402 3.48005 0.328
H 2.71662 2.11206 -1.67776 0.105
H 4.80579 2.01301 -3.39970 0.262
H 3.81638 -2.14367 -4.97926 0.266
H 1.63808 -2.28411 -3.35824 0.040
H -2.75527 2.59269 -2.14391 0.318
H -2.84325 1.87306 -0.33542 -0.107
H -2.88306 0.73936 -1.83872 0.236
```

The HOMO-LUMO gap comes out at 8.1 eV. Its net charge is -1. The value obtained for the LUMO energy is 2.429 eV. Its spin multiplicity is 1.

Entry from OMol25: a molecular structure, C20H36MoN4O5S (the ωB97M-V functional and the def2-TZVPD basis).

Geometry as XYZ:
```
67
Properties=species:S:1:pos:R:3:mulliken_spin:R:1
Mo -0.12902 0.61944 -0.09908 1.786
C 0.61698 -0.19153 -4.63057 -0.002
N 1.68478 -0.39671 -3.64637 0.038
C 2.95195 -0.95494 -4.14013 -0.003
C 1.52758 -0.10743 -2.39896 0.009
O 0.44474 0.41636 -1.91992 0.019
C 2.63566 -0.33310 -1.39062 -0.003
O 2.10049 0.12180 -0.14324 -0.015
C 2.68892 -0.39162 1.05931 -0.008
C 1.60317 -0.24651 2.10900 0.008
O 0.54286 0.36589 1.68612 0.032
N 1.73528 -0.67011 3.31839 0.033
C 0.68475 -0.47663 4.32603 -0.001
C 2.94509 -1.32979 3.81785 -0.002
H 0.40750 -1.13726 -5.12983 0.001
H 0.94576 0.51953 -5.38844 0.002
H -0.28334 0.17688 -4.15267 0.001
H 2.87530 -1.11450 -5.21094 0.000
H 3.17185 -1.91298 -3.66674 0.002
H 3.78595 -0.27383 -3.96455 0.002
H 3.51650 0.25635 -1.65965 0.001
H 2.91417 -1.38872 -1.34257 0.001
H 3.56696 0.20344 1.32267 -0.001
H 2.98747 -1.43467 0.93543 0.001
H -0.11434 0.15136 3.95070 0.000
H 1.12193 -0.01484 5.21097 0.001
H 0.28284 -1.44503 4.62524 0.001
H 3.57880 -1.70927 3.02008 0.000
H 2.64973 -2.16007 4.45720 0.001
H 3.52124 -0.63709 4.43352 0.002
C -4.07098 1.62362 -1.38172 -0.001
C -2.99691 1.71132 -0.37219 0.014
O -1.94953 0.95308 -0.45536 0.000
N -3.07264 2.54321 0.63502 0.016
C -1.95844 2.74256 1.56735 0.018
C -0.81437 3.47677 0.88938 -0.003
C -0.70276 4.84595 1.02496 -0.005
C 0.30835 5.52950 0.35712 0.015
C 1.18064 4.80238 -0.44035 -0.009
C 1.01176 3.43796 -0.53553 0.039
N 0.03991 2.76234 0.11360 -0.015
H -4.51689 0.62601 -1.38863 0.001
H -3.64731 1.77883 -2.37744 0.000
H -4.85447 2.35805 -1.21095 0.000
H -3.90907 3.10464 0.74737 0.000
H -1.63430 1.77203 1.95502 -0.005
H -2.32286 3.32352 2.40992 0.001
H -1.39929 5.38770 1.65227 0.000
H 0.40966 6.60284 0.45645 0.000
H 1.97969 5.28769 -0.98373 0.000
H 1.67465 2.85279 -1.16016 -0.007
C 0.63255 -4.06931 1.32386 0.000
C -0.60001 -4.04854 0.43295 0.000
S -1.40002 -2.42489 0.48109 -0.001
O -0.32550 -1.49888 -0.20442 0.038
C -2.69381 -2.64858 -0.78989 0.000
C -4.07711 -2.65516 -0.15032 0.001
H 1.13607 -5.02823 1.21034 0.000
H 0.36674 -3.95949 2.37587 0.000
H 1.33192 -3.27942 1.04252 0.000
H -1.35221 -4.75674 0.78973 -0.001
H -0.36971 -4.25771 -0.61202 -0.001
H -2.50148 -3.58227 -1.31753 0.000
H -2.55041 -1.81512 -1.47774 0.000
H -4.20231 -3.50669 0.51856 0.000
H -4.83467 -2.75345 -0.92764 0.000
H -4.27646 -1.74273 0.41398 0.000
```

The energy relative to the best compared isomer or geometry (same formula, charge and spin) comes out at 9.4 kcal per mole. The HOMO-LUMO gap (spin up / spin down) comes out at 7.8 / 8.5 eV. Its net charge is +4. The value obtained for the LUMO energy (spin up / spin down) is -12.926 / -12.793 eV. The expectation value of S² is 2.010. Its spin multiplicity is 3.

Max |F| for the records above, in order: 5.2; 11.2; 1.6 eV Å⁻¹